[1]
This record from the OMol25 dataset describes a cluster of 20 separate species, H41O20 in total at a distorted geometry. The level of theory is ωB97M-V/def2-TZVPD.

Atoms and positions in Å:
O: -1.4973 3.0126 -0.2443
O: -3.8977 -1.2946 -2.8868
O: -1.9841 -0.7516 2.4956
O: 3.1497 -3.6456 -1.2099
O: -0.3041 -4.4849 3.2945
O: -1.0326 -4.2765 0.5654
O: 0.1627 -1.7569 -1.7412
O: 3.6119 -0.5626 -2.9580
O: 0.1164 1.6300 2.8082
O: 0.3899 5.5027 0.8778
O: 0.3145 -1.8997 -4.6859
O: 3.3059 1.4887 1.9886
O: 3.0015 1.0185 -0.5040
O: 2.1049 0.1631 4.0937
O: 0.5423 0.5659 -0.5192
O: 1.0751 3.8385 -1.2226
O: -3.6355 2.4668 1.9530
O: -3.1454 3.6370 -2.2221
O: 2.3037 -1.1158 0.9930
O: -3.3164 -3.1084 -0.8081
H: -0.3935 -1.2526 -4.8082
H: -2.4633 -3.0328 -0.3696
H: -0.4663 -3.7809 1.1709
H: -4.0888 3.4423 -2.3146
H: -0.0722 2.5669 2.6849
H: 0.1781 3.7783 -0.8524
H: 2.1862 -0.1503 4.9982
H: 1.4530 0.8807 4.0969
H: -3.2850 3.3511 1.8335
H: -1.3510 3.8730 0.1811
H: -0.2574 0.9186 -0.9611
H: -4.8375 -1.0997 -2.8623
H: 2.1576 -1.0729 1.9440
H: 2.8670 -0.2044 -3.4536
H: 2.4492 1.1079 2.2182
H: 3.0707 0.9436 0.5031
H: -2.3965 -1.5184 2.0888
H: 3.9939 0.9424 2.3789
H: 3.9480 -4.1376 -1.4507
H: -0.6989 1.1709 3.0443
H: 3.4606 -1.4626 -2.6543
H: -0.7827 -1.6803 -1.9453
H: -0.8529 -4.4659 4.0738
H: -0.2322 6.2291 0.9156
H: 0.9656 3.4586 -2.1032
H: 3.2587 0.2618 -1.0577
H: -0.4482 -4.9724 0.2502
H: -2.7986 3.0049 -2.8777
H: -2.4814 0.0261 2.2215
H: -3.7948 -2.1615 -2.4607
H: 1.0078 5.5613 0.1403
H: -3.4176 1.9506 1.1710
H: 0.3167 -5.1897 3.1352
H: -2.0477 3.2487 -1.0333
H: 2.8121 -1.8857 0.7233
H: 0.2203 -2.0907 -3.7368
H: 0.5087 -0.9612 -2.1726
H: -3.8987 -3.8111 -0.5303
H: 2.6258 -3.8648 -1.9957
H: 1.9398 0.9070 -0.6270
H: 0.3801 0.7449 0.4256

## Properties
* spin multiplicity: 2
* energy relative to the best compared isomer or geometry (same formula, charge and spin): 33.5 kJ/mol
* electronic energy: -1529.23444 Eh
* lowest unoccupied orbital energy (alpha / beta): 0.00 / -0.17 eV


[2]
This record from the OMol25 dataset describes a structure of composition H41O20 at a distorted geometry. The level of theory is ωB97M-V/def2-TZVPD.

Atoms and positions in Å:
O: -2.6605 -2.3127 -2.5990
O: -5.4968 0.1990 -0.4299
O: 3.0222 1.8056 2.1734
O: 0.5529 2.0430 2.8528
O: -0.9989 -0.0950 2.0577
O: -1.5909 0.8528 -5.3788
O: 3.5443 1.0716 -0.7544
O: 0.6010 -3.6260 1.2831
O: -1.5583 -3.0879 -0.5958
O: -2.2025 1.8539 3.9221
O: -0.0551 -0.6032 -0.9324
O: -1.6701 3.6426 1.6899
O: 3.4305 3.8843 0.4113
O: 3.2095 3.3114 -2.3948
O: 1.4332 1.0270 0.5933
O: 4.9443 -0.4912 0.9257
O: -2.8320 -0.7350 4.0113
O: 1.7921 -0.3019 -2.7666
O: -2.6677 -5.0965 -1.9630
O: 0.3001 -4.5507 -1.9900
H: 1.0680 -4.5848 -1.3854
H: 0.5689 -3.7533 -2.4825
H: -1.6189 0.2494 -4.6057
H: -2.1957 2.1300 2.9887
H: -1.0376 -0.9593 1.7013
H: 2.7255 2.7754 2.0181
H: -6.1681 -0.1543 0.0269
H: -3.1428 1.9757 4.1399
H: 2.2272 0.9832 1.5393
H: 1.6443 1.8601 0.0428
H: 3.1980 4.4255 1.2872
H: -1.9376 -5.4834 -1.3488
H: 3.4639 1.7981 3.0716
H: -3.3241 -1.8301 -2.2468
H: -5.7755 0.3957 -1.2660
H: 0.9280 -0.3446 -2.3855
H: 0.4159 2.9967 3.2064
H: -0.9459 -3.4287 -0.0985
H: 4.5351 -1.0783 0.3446
H: 0.6661 -4.6299 1.1608
H: -2.3750 3.5046 0.9712
H: -0.7811 -1.2794 -0.9700
H: -1.1992 0.3473 -6.0444
H: 3.5577 1.9542 -1.2314
H: -0.3105 2.1592 2.4642
H: -2.5100 0.1628 4.2095
H: -2.4289 -4.8469 -2.8411
H: 3.1539 4.4343 -0.3939
H: -1.3490 0.0846 2.9345
H: -3.0990 -3.1624 -2.3236
H: -3.6039 -0.9788 3.6493
H: -1.7013 -3.8538 -1.2124
H: 2.0236 0.2796 -0.0192
H: 0.0738 -3.6177 2.1392
H: -0.4005 0.0929 -0.2056
H: 4.1133 3.6592 -2.2290
H: 2.6021 3.8998 -2.9075
H: 4.7472 0.4169 0.9455
H: -1.9686 4.2707 2.3442
H: 1.5715 -0.0331 -3.6789
H: 3.4916 0.3716 -1.4249

## Properties
* spin multiplicity: 1
* energy relative to the best compared isomer or geometry (same formula, charge and spin): 694.9 kJ/mol
* net charge: +1
* electronic energy: -1528.94162 Eh
* lowest unoccupied orbital energy: -2.98 eV


[3]
This record from the OMol25 dataset describes a cluster of 20 separate species, H41O20 in total at a distorted geometry. The level of theory is ωB97M-V/def2-TZVPD.

Atoms and positions in Å:
O: 1.2508 -2.5419 -0.4665
O: -1.8600 0.3305 5.1799
O: 2.1797 1.7933 0.3711
O: 0.0752 -2.9383 -4.6684
O: -4.9124 2.6367 0.6560
O: 1.6411 5.0038 0.9556
O: 3.1363 -4.7558 1.5081
O: -1.0936 4.8437 -0.1839
O: -2.7655 -2.3998 2.2026
O: 3.2427 -0.0210 -3.8655
O: 3.9809 -0.9921 3.9958
O: -0.5458 -1.5034 1.0228
O: 3.5209 1.0405 2.2688
O: -0.8999 3.8567 -3.3372
O: -4.5965 -0.4266 0.6590
O: -2.6603 -3.7952 -1.3168
O: -0.5796 2.1621 -1.1780
O: 2.2471 -0.2068 -1.4118
O: -0.1044 1.3498 1.4086
O: -0.8804 -1.8915 -2.2192
H: 3.8794 -1.7212 4.6076
H: 2.5319 -4.0184 1.6016
H: -5.0400 0.4375 0.6167
H: -1.7201 3.7420 -2.8402
H: 2.2830 1.3670 -0.5070
H: -5.3637 -0.9918 0.5400
H: -0.5665 1.2299 -1.4460
H: -0.0256 -1.7947 -1.7757
H: 3.5594 -4.6813 0.6490
H: 2.7610 0.4454 -4.5541
H: 0.6517 -2.6766 0.3001
H: -5.6729 2.7175 1.2369
H: -0.1753 0.3923 1.2337
H: -0.4826 4.2006 0.1954
H: -1.0735 3.6023 -4.2468
H: -0.7670 -2.3911 -3.0441
H: 1.3351 5.5177 0.2018
H: -0.6626 2.6005 -2.0495
H: -0.6405 1.8887 0.8081
H: -3.5810 -3.6127 -1.1189
H: -2.2234 -2.9572 -1.5384
H: -3.0958 -2.9449 2.9230
H: 2.6259 0.1195 -2.2524
H: 3.6860 -0.6615 -4.4407
H: 1.9762 -1.1240 -1.3052
H: -1.1251 -1.8280 0.3118
H: 1.1166 -3.3793 -0.9336
H: -3.5529 -1.9142 1.9147
H: 3.0403 0.3025 2.7023
H: 1.9568 4.1796 0.5695
H: -0.6117 5.0624 -0.9918
H: 0.3570 -2.7586 -5.5644
H: -2.1588 -0.5619 5.3723
H: 0.0981 -3.8719 -4.4487
H: 1.2814 1.4501 0.8073
H: 2.7487 1.2132 1.0855
H: 4.3608 0.5623 2.1559
H: -4.1025 2.7768 1.1530
H: -1.1762 0.2735 4.5086
H: -1.2754 -1.5008 1.6653
H: 4.4676 -0.2363 4.3167

## Properties
* spin multiplicity: 1
* energy relative to the best compared isomer or geometry (same formula, charge and spin): 152.2 kJ/mol
* net charge: +1
* electronic energy: -1529.14833 Eh
* lowest unoccupied orbital energy: -2.56 eV


[4]
This record from the OMol25 dataset describes a cluster of 21 separate species, H41O21 in total at a distorted geometry. The level of theory is ωB97M-V/def2-TZVPD.

Atoms and positions in Å:
O: -1.7361 -4.5507 -2.1505
O: -2.3383 -2.2900 -0.6969
O: 0.5365 -3.1619 -0.4409
O: -0.5263 -0.5466 0.4272
O: 3.2588 -1.2813 1.4348
O: -2.0867 -2.0294 4.2606
O: -0.5843 2.0018 1.0905
O: 3.3536 2.9451 2.5301
O: -0.7170 0.2306 3.1601
O: 2.5254 -1.7646 -1.5157
O: -4.0141 -0.2496 3.8027
O: -1.4341 0.7395 -5.0690
O: -2.7301 -1.1018 -3.3349
O: 4.4665 0.4504 -2.4073
O: -2.7611 0.2671 0.7504
O: 1.0351 -2.5925 2.6072
O: 1.2627 1.4918 -4.2034
O: -2.9266 3.3873 0.8288
O: 2.8889 1.3217 -0.2926
O: 0.1694 1.8922 -1.3369
O: 1.4426 3.5526 0.6088
H: -3.1976 2.7241 1.4758
H: 2.9755 1.3303 0.6635
H: 0.5004 3.2493 0.8752
H: -0.8091 0.5741 2.2414
H: -3.2915 -2.1975 -0.7303
H: -2.2531 -0.6023 -2.6632
H: 0.8420 -2.4451 1.6807
H: -2.6043 -0.8346 -4.2673
H: -2.1753 -4.1534 -1.3498
H: -0.1543 1.6132 -0.4211
H: -3.4112 0.5009 3.7276
H: -1.1914 -0.1346 -4.7734
H: -0.4874 0.4351 0.5604
H: 0.0507 -0.3046 3.3663
H: 3.8840 3.5531 2.0032
H: 0.9153 1.2383 -3.3257
H: -2.1150 0.8835 0.4033
H: 0.3537 2.8279 -1.2753
H: 1.7281 2.3186 -4.0222
H: -2.1801 2.9124 0.4069
H: 2.8135 -0.8481 -1.5819
H: 2.7451 2.6016 1.8717
H: 1.3690 -2.6922 -0.7045
H: 2.4895 2.2015 -0.4386
H: -3.5171 -1.0550 4.0403
H: 0.4016 -0.7566 0.5642
H: 3.8236 0.9841 -1.9246
H: -0.7158 1.3851 -5.0977
H: -1.9190 -1.2683 3.6645
H: 4.9693 0.0866 -1.6759
H: 3.2242 -2.4204 -1.3796
H: 2.3003 -1.1497 1.4946
H: -0.5993 2.5389 1.8857
H: -3.1981 -0.1013 -0.0237
H: -1.9362 -3.9881 -2.8994
H: -1.4494 -2.0568 4.9743
H: 3.1297 -1.8933 0.6903
H: 1.1707 4.3868 0.1755
H: 0.3320 -3.1474 2.9557
H: 0.1432 -3.1631 -1.3218
H: -2.0409 -1.8450 0.1017

## Properties
* spin multiplicity: 1
* energy relative to the best compared isomer or geometry (same formula, charge and spin): 350.3 kJ/mol
* net charge: -1
* electronic energy: -1604.64970 Eh
* lowest unoccupied orbital energy: 2.10 eV